# 1
{"formula": "C34H53F18NO13", "method": "the ωB97M-V functional and the def2-TZVPD basis", "symbols": ["C", "C", "C", "N", "C", "C", "C", "C", "C", "C", "H", "H", "H", "H", "H", "H", "H", "H", "H", "H", "H", "H", "H", "H", "H", "H", "H", "H", "H", "H", "C", "O", "H", "H", "H", "C", "C", "O", "C", "O", "C", "F", "F", "F", "H", "H", "H", "H", "H", "C", "C", "O", "C", "O", "C", "F", "F", "F", "H", "H", "H", "H", "H", "C", "C", "O", "C", "O", "C", "F", "F", "F", "H", "H", "H", "H", "H", "C", "C", "O", "C", "O", "C", "F", "F", "F", "H", "H", "H", "H", "H", "C", "C", "O", "C", "O", "C", "F", "F", "F", "H", "H", "H", "H", "H", "C", "C", "O", "C", "O", "C", "F", "F", "F", "H", "H", "H", "H", "H"], "positions_angstrom": [[-77.837, -58.416, -20.662], [-77.169, -57.037, -21.183], [-75.581, -57.094, -20.934], [-74.798, -55.990, -21.545], [-75.463, -54.685, -21.301], [-74.555, -53.442, -21.676], [-73.197, -53.399, -20.984], [-72.529, -54.768, -21.214], [-73.370, -55.989, -20.864], [-74.644, -56.285, -22.978], [-77.725, -58.722, -19.610], [-77.541, -59.364, -21.242], [-78.966, -58.480, -20.667], [-77.734, -56.259, -20.729], [-77.631, -56.721, -22.244], [-75.070, -58.066, -20.878], [-75.527, -56.906, -19.899], [-75.873, -54.328, -20.333], [-76.234, -54.386, -21.842], [-75.287, -52.549, -21.569], [-74.288, -53.245, -22.576], [-73.295, -53.080, -19.838], [-72.693, -52.579, -21.558], [-71.710, -55.018, -20.642], [-72.103, -54.560, -22.352], [-73.519, -56.100, -19.880], [-72.719, -56.973, -21.097], [-74.477, -57.369, -23.151], [-73.643, -55.919, -23.309], [-75.321, -56.081, -23.485], [-72.320, -59.454, -22.939], [-73.178, -59.419, -21.867], [-71.871, -58.516, -22.950], [-72.694, -59.697, -23.788], [-71.628, -60.188, -22.845], [-70.602, -62.809, -24.710], [-70.960, -63.359, -23.364], [-69.866, -64.189, -23.109], [-70.016, -65.356, -22.422], [-71.002, -65.721, -21.766], [-68.776, -66.229, -22.342], [-68.347, -66.183, -21.052], [-69.100, -67.549, -22.557], [-67.863, -65.998, -23.235], [-70.990, -61.957, -24.979], [-70.887, -63.641, -25.339], [-69.418, -62.570, -24.895], [-71.930, -63.747, -23.389], [-70.798, -62.505, -22.694], [-73.868, -62.307, -20.000], [-74.417, -62.210, -21.453], [-75.051, -63.529, -21.593], [-75.894, -63.825, -22.511], [-76.277, -62.952, -23.382], [-76.438, -65.204, -22.518], [-76.313, -65.693, -21.242], [-77.762, -65.056, -22.729], [-75.897, -66.015, -23.403], [-72.914, -62.667, -20.052], [-74.604, -62.593, -19.287], [-73.492, -61.306, -19.611], [-73.732, -62.073, -22.184], [-75.261, -61.345, -21.572], [-69.174, -56.400, -22.529], [-67.852, -56.082, -23.070], [-67.363, -54.945, -22.382], [-66.031, -54.357, -22.665], [-65.268, -54.764, -23.531], [-65.909, -53.273, -21.731], [-66.743, -52.285, -21.767], [-65.787, -53.783, -20.480], [-64.623, -52.711, -22.107], [-69.372, -56.200, -21.364], [-69.774, -57.342, -22.913], [-69.687, -55.447, -22.770], [-67.861, -55.715, -24.133], [-67.311, -56.834, -22.817], [-72.734, -60.217, -26.934], [-71.522, -59.276, -26.460], [-71.084, -58.741, -27.673], [-70.197, -57.670, -27.628], [-69.780, -57.144, -26.572], [-70.004, -57.114, -29.056], [-70.656, -55.916, -29.329], [-68.688, -56.936, -29.238], [-70.409, -57.975, -29.955], [-72.534, -60.733, -27.892], [-73.548, -59.620, -27.136], [-73.138, -60.960, -26.140], [-70.651, -59.693, -25.913], [-71.791, -58.291, -25.744], [-70.037, -60.324, -19.941], [-70.896, -59.109, -19.258], [-69.981, -58.040, -18.893], [-70.507, -56.895, -18.305], [-71.674, -56.682, -17.979], [-69.504, -55.861, -18.134], [-69.687, -54.766, -18.833], [-69.451, -55.446, -16.807], [-68.191, -56.400, -18.440], [-70.771, -60.945, -20.373], [-69.463, -61.020, -19.225], [-69.305, -59.882, -20.529], [-71.528, -59.345, -18.383], [-71.408, -58.674, -20.090], [-75.869, -59.935, -24.161], [-76.330, -59.042, -25.277], [-77.292, -58.111, -24.887], [-77.683, -57.179, -25.851], [-77.455, -57.427, -27.088], [-78.477, -56.083, -25.272], [-79.139, -55.331, -26.241], [-79.427, -56.581, -24.494], [-77.782, -55.288, -24.489], [-75.359, -60.808, -24.408], [-76.702, -60.230, -23.639], [-75.510, -59.291, -23.452], [-76.757, -59.881, -25.929], [-75.491, -58.419, -25.623]], "forces_ev_per_angstrom": [[-0.70, -1.21, -0.96], [-1.07, -2.09, -2.02], [-2.52, 0.17, 1.08], [0.56, -1.10, 0.80], [4.04, 2.96, 1.45], [-2.52, -0.16, 6.02], [-0.53, 1.46, 2.56], [-1.02, 1.62, -3.48], [1.26, -1.29, -5.03], [12.84, -4.49, 6.50], [0.95, 0.75, -0.11], [-0.05, 1.64, 0.53], [1.04, 0.83, -0.69], [0.47, 0.92, 1.63], [1.85, -1.63, 1.44], [-0.03, 0.00, -1.76], [-0.09, 0.76, 1.62], [0.97, -1.81, 0.46], [-3.93, -0.66, -3.38], [1.38, -1.08, 0.80], [1.05, -0.21, -6.74], [0.35, -0.78, -2.33], [0.26, -0.73, 1.06], [2.34, 0.42, 1.33], [-1.15, -1.71, 2.57], [-0.85, 0.22, 3.85], [-2.17, 1.69, -0.29], [-0.15, 0.22, 0.96], [-1.13, 0.43, 0.00], [-11.16, 4.23, -7.95], [-0.65, 1.93, 5.90], [-1.14, 0.00, 0.81], [1.70, 2.08, -0.98], [-3.31, -1.03, -6.25], [3.27, -2.51, 0.71], [4.65, -4.01, -0.31], [2.29, 3.76, 0.14], [0.87, -3.95, 1.26], [-3.16, 0.73, 1.66], [2.36, 1.26, -2.20], [-0.76, -2.43, 0.76], [0.44, 0.41, -1.11], [-0.37, 0.97, 0.31], [1.24, 1.11, -0.13], [-2.95, 4.44, -1.28], [0.20, 0.25, -1.13], [-2.72, -1.03, 0.93], [-1.22, -1.09, 0.57], [-0.92, -0.35, 0.58], [-0.61, 4.31, -1.27], [-4.69, 1.63, 3.57], [0.65, -1.00, 0.73], [-0.39, 6.32, -4.38], [1.17, -3.79, 2.90], [-1.46, -0.17, 2.08], [0.07, -0.41, -1.26], [0.37, -0.78, -0.35], [-0.07, -0.09, 0.13], [2.11, -2.68, 0.34], [-0.18, -1.06, 0.38], [-1.17, -0.31, -0.90], [2.21, 0.39, -2.21], [2.07, -2.24, 0.22], [-4.49, 1.44, 1.90], [-1.52, 4.22, -2.22], [3.13, 2.66, 0.80], [-3.02, -5.79, -4.32], [-2.18, 1.37, 2.78], [4.93, 2.24, 1.64], [-0.91, 0.07, 0.04], [-0.26, 0.78, -0.95], [-2.14, -0.62, 1.26], [1.38, -1.40, -2.09], [1.54, 2.03, 0.68], [-0.94, -0.73, -0.62], [-0.09, -1.46, 0.62], [4.51, -4.86, 0.49], [1.73, -1.49, 2.24], [-1.46, 1.37, 2.18], [2.49, 2.49, -1.43], [-1.59, 0.43, 3.94], [-1.11, -1.89, -3.99], [0.50, 1.12, -0.44], [0.91, -1.64, 1.00], [-0.24, 0.41, 0.09], [-0.41, -0.44, -0.51], [0.45, 0.08, 0.73], [-1.80, 1.67, -0.43], [1.16, 1.15, -1.21], [-0.72, -0.41, -0.40], [0.06, -2.82, -1.70], [-0.74, 0.43, 4.64], [1.52, -1.15, -0.50], [-0.45, 2.38, 1.71], [-3.24, -3.77, -1.15], [2.30, -0.62, -0.86], [5.22, 1.07, 2.21], [-0.16, -0.17, -0.62], [-0.08, -0.92, -1.77], [-2.81, 1.59, 0.64], [-0.67, -0.48, -1.24], [-0.96, 1.34, -0.54], [0.92, 0.64, -1.67], [0.25, -0.12, -0.69], [-1.25, -0.24, -0.37], [-1.28, 2.23, -0.28], [0.91, -2.77, -1.84], [-1.94, 3.07, -0.11], [2.90, -5.75, -5.20], [-1.17, 2.20, 5.59], [-2.86, 1.72, -0.65], [1.53, -1.06, 1.28], [-0.59, -0.57, 0.17], [1.06, 0.87, -0.01], [1.29, -0.93, -0.58], [-2.52, -1.35, 0.89], [2.49, 1.05, 2.09], [0.43, 2.14, -0.52], [-0.17, -0.82, -0.81]], "lowdin_charge": [-0.0988, -0.1590, -0.1140, -0.1937, -0.0889, -0.1680, -0.1904, -0.1674, -0.0538, 0.0519, 0.0611, 0.0780, 0.0767, 0.0679, 0.1274, 0.1310, 0.1081, 0.1621, 0.0684, 0.1595, 0.0338, 0.1555, 0.1201, 0.0560, 0.1748, 0.0734, 0.1748, 0.1195, 0.1331, -0.0333, -0.3556, -0.3748, 0.0265, -0.0236, 0.0163, -0.0473, -0.2227, 0.0151, -0.3070, 0.1411, -0.5356, 0.1520, 0.1240, 0.2073, -0.0256, 0.0866, 0.1586, 0.1152, 0.1240, -0.0353, -0.1240, 0.0341, -0.3602, 0.0614, -0.5362, 0.1360, 0.1565, 0.2066, 0.0299, 0.0722, 0.0883, 0.0614, 0.1648, -0.0738, -0.2625, -0.0361, -0.2585, 0.1833, -0.5113, 0.2321, 0.1695, 0.0625, 0.1107, 0.1182, 0.0604, 0.1600, 0.0632, -0.0316, -0.2050, -0.0404, -0.2724, 0.1082, -0.5198, 0.1246, 0.1606, 0.1892, 0.0845, 0.0188, 0.0962, 0.1175, 0.1705, -0.0109, -0.1248, -0.0155, -0.3487, 0.1414, -0.4551, 0.1922, 0.1256, 0.0700, 0.0282, 0.0996, 0.0397, 0.1323, 0.0745, -0.0622, -0.2343, -0.0002, -0.2558, 0.1168, -0.5548, 0.1314, 0.1808, 0.1799, 0.0648, 0.0512, 0.0261, 0.1626, 0.1309], "total_charge": 0, "e_lumo_ev": -0.32, "largest_force_ev_per_a": 15.07, "gap_ev": 6.6, "de_lowest_kcal_mol": 52.3}



# 2
{"formula": "C34H53N2O2OsP2", "method": "the ωB97M-V functional and the def2-TZVPD basis", "symbols": ["C", "C", "C", "C", "C", "H", "H", "H", "N", "P", "P", "C", "H", "H", "C", "H", "C", "C", "C", "C", "C", "H", "H", "H", "C", "H", "H", "H", "C", "H", "H", "H", "C", "H", "H", "H", "C", "H", "H", "H", "C", "H", "H", "H", "C", "H", "H", "H", "C", "H", "H", "H", "C", "H", "H", "H", "C", "H", "H", "H", "C", "H", "H", "H", "C", "H", "H", "H", "Os", "C", "O", "N", "C", "C", "C", "C", "C", "H", "C", "H", "C", "H", "H", "H", "C", "C", "C", "O", "H", "H", "H", "H", "H", "H"], "positions_angstrom": [[2.039, -1.961, -1.175], [1.683, 0.203, -2.066], [2.952, -2.248, -2.186], [2.531, -0.077, -3.134], [3.191, -1.295, -3.171], [3.420, -3.230, -2.175], [2.650, 0.693, -3.896], [3.888, -1.507, -3.981], [1.537, -0.718, -1.068], [-0.083, -2.421, 0.579], [0.796, 2.030, -0.112], [1.539, -2.983, -0.171], [1.428, -3.967, -0.654], [2.276, -3.116, 0.641], [0.870, 1.407, -1.877], [0.935, 2.175, -2.654], [-0.546, 3.375, -0.030], [2.491, 2.830, 0.090], [-1.352, -3.158, -0.632], [-0.160, -3.321, 2.246], [-1.832, 2.798, 0.588], [-1.634, 2.368, 1.581], [-2.563, 3.617, 0.684], [-2.274, 2.022, -0.042], [-0.113, 4.537, 0.872], [0.094, 4.190, 1.891], [0.751, 5.080, 0.476], [-0.948, 5.251, 0.927], [-0.876, 3.911, -1.432], [-1.616, 4.718, -1.312], [-0.010, 4.342, -1.945], [-1.321, 3.138, -2.069], [2.632, 3.283, 1.560], [2.087, 2.620, 2.247], [3.694, 3.234, 1.840], [2.300, 4.313, 1.716], [3.615, 1.814, -0.186], [3.561, 0.955, 0.493], [3.618, 1.463, -1.224], [4.573, 2.323, 0.003], [2.635, 3.998, -0.914], [1.865, 4.036, -1.694], [2.657, 4.967, -0.399], [3.594, 3.898, -1.441], [-1.557, -3.082, 2.838], [-1.557, -3.406, 3.890], [-1.816, -2.013, 2.817], [-2.340, -3.651, 2.320], [0.880, -2.729, 3.211], [1.896, -2.760, 2.797], [0.627, -1.699, 3.490], [0.878, -3.328, 4.134], [0.154, -4.826, 2.133], [0.389, -5.197, 3.142], [-0.693, -5.417, 1.775], [1.030, -5.021, 1.501], [-0.989, -2.822, -2.090], [-1.722, -3.317, -2.747], [-1.063, -1.746, -2.274], [0.011, -3.172, -2.371], [-2.726, -2.543, -0.328], [-2.683, -1.452, -0.439], [-3.451, -2.938, -1.056], [-3.081, -2.783, 0.680], [-1.433, -4.691, -0.537], [-0.446, -5.170, -0.611], [-1.950, -5.030, 0.369], [-2.027, -5.050, -1.392], [0.249, -0.136, 0.539], [1.601, -0.058, 1.803], [2.483, 0.003, 2.585], [-1.228, 0.119, -0.888], [-0.948, 0.718, -1.954], [-1.640, 0.865, -3.208], [-3.030, 0.690, -3.143], [-1.007, 1.114, -4.438], [-3.799, 0.793, -4.298], [-3.479, 0.478, -2.169], [-1.781, 1.205, -5.597], [0.075, 1.216, -4.484], [-3.175, 1.048, -5.529], [-4.887, 0.672, -4.234], [-1.300, 1.396, -6.561], [-3.780, 1.124, -6.440], [-1.968, 0.381, 5.062], [-0.711, 0.840, 4.371], [0.502, 0.968, 5.261], [-0.671, 1.075, 3.160], [-1.929, 0.622, 6.129], [-2.068, -0.708, 4.960], [-2.835, 0.859, 4.599], [1.050, 0.014, 5.283], [1.169, 1.739, 4.861], [0.202, 1.220, 6.283]], "forces_ev_per_angstrom": [[0.12, 0.21, 0.20], [0.30, -0.90, 0.55], [-0.30, -0.13, 0.13], [-0.55, 0.55, -0.08], [0.38, -0.17, -0.13], [-0.02, 0.22, -0.28], [0.18, -0.35, 0.04], [-0.14, 0.03, 0.20], [0.01, -0.16, -1.50], [0.30, -3.09, -0.09], [0.82, 1.72, -1.00], [0.27, 0.15, 0.09], [0.05, 0.36, 0.15], [-0.25, 0.10, -0.22], [-2.20, 0.03, -0.41], [0.22, -0.19, 0.13], [-0.50, 0.01, -0.12], [-0.05, -0.09, 0.08], [-0.26, 0.11, 0.03], [-0.09, -0.11, 0.17], [-0.02, -0.16, 0.11], [-0.17, 0.15, -0.27], [0.25, -0.27, 0.01], [-0.05, 0.19, 0.18], [0.17, 0.14, 0.10], [-0.05, 0.16, -0.21], [-0.25, -0.12, 0.15], [0.20, -0.26, -0.04], [0.04, 0.18, -0.01], [0.19, -0.26, -0.08], [-0.25, -0.03, 0.07], [0.02, 0.25, 0.10], [0.15, 0.05, 0.22], [0.13, 0.23, -0.04], [-0.27, 0.03, -0.04], [0.06, -0.36, 0.01], [-0.10, -0.18, 0.03], [0.13, 0.11, -0.19], [0.11, 0.10, 0.25], [-0.30, -0.17, -0.09], [0.42, 0.21, -0.20], [0.22, 0.03, 0.26], [-0.09, -0.25, -0.21], [-0.26, 0.09, 0.16], [-0.11, -0.03, 0.13], [-0.01, 0.05, -0.29], [-0.02, -0.21, 0.03], [0.24, 0.13, 0.19], [0.01, 0.28, -0.12], [-0.15, 0.04, 0.19], [0.09, -0.17, -0.05], [-0.01, 0.19, -0.33], [-0.09, -0.20, 0.03], [-0.04, 0.11, -0.30], [0.35, 0.18, 0.08], [-0.19, -0.06, 0.18], [0.06, 0.20, 0.04], [0.27, 0.09, 0.22], [0.15, -0.27, -0.06], [-0.23, 0.02, -0.05], [-0.12, -0.04, -0.07], [-0.21, -0.28, 0.10], [0.13, 0.08, 0.23], [0.01, 0.09, -0.35], [-0.10, -0.16, 0.00], [-0.31, 0.04, 0.09], [0.22, 0.12, -0.30], [0.16, 0.14, 0.25], [-3.05, 0.24, 1.19], [4.94, 0.16, 4.41], [-3.36, -0.13, -2.97], [1.65, 1.78, -2.25], [2.30, -0.49, 2.23], [-1.02, -0.16, -0.21], [1.79, -0.02, 1.52], [0.49, -0.24, 2.00], [-1.11, 0.21, -2.06], [0.03, 0.06, -0.36], [-2.15, 0.02, -1.69], [-0.20, -0.02, -0.05], [0.42, 0.11, -0.55], [0.42, 0.07, -0.13], [-0.20, -0.06, 0.33], [0.30, -0.02, 0.40], [-0.16, 0.19, -0.15], [0.12, -0.08, -0.07], [0.06, 0.32, -0.28], [0.04, -0.22, 0.87], [-0.11, -0.11, -0.24], [0.04, 0.20, 0.01], [0.06, -0.18, 0.06], [-0.16, 0.16, 0.03], [-0.03, -0.20, 0.11], [0.19, -0.09, -0.23]], "lowdin_spin": [0.0023, 0.0109, 0.0449, 0.0369, -0.0101, 0.0029, 0.0021, -0.0012, 0.1278, 0.0615, 0.0463, 0.0071, -0.0001, -0.0010, 0.1449, 0.0059, 0.0234, 0.0082, 0.0093, 0.0202, 0.0113, 0.0057, 0.0005, 0.0017, 0.0024, 0.0002, 0.0001, 0.0011, 0.0032, 0.0017, 0.0000, -0.0001, 0.0040, 0.0010, 0.0007, 0.0002, -0.0017, -0.0004, -0.0001, -0.0002, 0.0005, 0.0004, -0.0001, 0.0000, 0.0058, 0.0001, 0.0050, 0.0002, 0.0043, 0.0000, 0.0035, 0.0001, 0.0036, 0.0015, 0.0001, 0.0002, 0.0012, 0.0005, 0.0009, 0.0001, 0.0131, 0.0063, 0.0007, 0.0009, 0.0036, -0.0001, 0.0000, 0.0006, 1.7133, 0.0659, 0.0410, 0.4032, 0.0323, 0.0340, 0.2346, 0.2765, 0.2616, 0.0089, 0.1917, 0.0101, 0.0037, 0.0083, 0.0052, -0.0031, 0.0017, 0.0121, 0.0011, 0.0698, 0.0000, 0.0006, 0.0003, 0.0007, 0.0002, 0.0000], "total_charge": 3, "e_lumo_ev": [-9.46, -13.52], "largest_force_ev_per_a": 6.63, "spin_multiplicity": 5, "gap_ev": [6.3, 3.1], "de_lowest_kcal_mol": 38.5}